[1]
Density functional theory data (ωB97M-V/def2-TZVPD) for 2 unconnected molecules or ions with the total composition C9H14 at a distorted geometry.

Output
F_max: 0.07251 hartree/bohr
Energy above the lowest of the compared OMol25 structures with the same formula, charge and spin: 35.91 kcal/mol
SMILES: Cc1ccccc1.CC
DFT total energy: -351.27296 hartree
HOMO level: -8.9 eV
2S+1: 1
E_LUMO: 1.01 eV

Last column: natural (NBO) charge in e.
Element x y z (Å)
C -0.85916 -0.32522 0.01379  -0.2248
C -1.91353 1.38658 -1.41198  -0.6448
C -1.54364 -0.52779 2.35022  -0.2369
C -0.61523 -0.74042 1.36913  -0.1922
C -1.96192 0.47794 -0.23159  -0.0138
C 2.87198 -0.29892 -1.29529  -0.6106
C -2.78996 0.04331 2.02087  -0.2018
C -3.01300 0.63396 0.75410  -0.2263
C 4.07378 -0.85025 -0.53560  -0.6064
H -2.20602 2.37329 -0.97602  0.2251
H -1.25388 -0.73347 3.42224  0.2180
H -2.69444 1.37163 -2.16884  0.2207
H 4.93293 -0.48062 -0.97601  0.2033
H 2.44286 0.61535 -0.83065  0.2061
H 3.00746 -0.18891 -2.31973  0.2014
H 0.27338 -1.21171 1.60762  0.2062
H -0.21381 -0.47270 -0.91625  0.2183
H 4.09858 -2.01115 -0.38144  0.2049
H 2.02087 -0.98392 -1.21954  0.1980
H -0.99215 1.42523 -1.95897  0.2195
H -3.59618 -0.16158 2.69995  0.2118
H -3.99220 1.08801 0.48665  0.2196
H 3.92327 -0.42864 0.49735  0.2045

Forces on the atoms, in the same order (eV/Å):
0.1 0.2 0.3
-1.8 1.6 0.1
0.0 0.4 1.0
-1.1 0.7 -2.3
-0.8 0.2 0.8
-1.7 -0.7 1.9
-0.1 -0.1 -1.4
1.1 -1.4 0.3
-2.4 -1.5 2.4
1.0 -0.2 -0.4
-0.7 -0.1 -1.4
-0.4 -1.0 -0.1
2.1 0.5 -0.5
0.7 -0.2 -0.5
0.5 0.5 -1.8
1.8 -0.9 0.4
-0.4 0.0 1.9
0.0 2.2 -0.7
0.1 -0.2 0.1
0.6 0.1 0.1
-0.3 0.7 0.4
0.9 -0.2 0.3
0.8 -0.5 -0.8


[2]
Density functional theory data (ωB97M-V/def2-TZVPD) for 2 unconnected molecules or ions with the total composition C9H14 at a distorted geometry.

Output
F_max: 0.08726 hartree/bohr
Energy above the lowest of the compared OMol25 structures with the same formula, charge and spin: 24.07 kcal/mol
SMILES: Cc1ccccc1.CC
DFT total energy: -351.29183 hartree
HOMO level: -9.1 eV
2S+1: 1
E_LUMO: 0.97 eV

Last column: natural (NBO) charge in e.
Element x y z (Å)
C -1.16141 -0.06019 -1.66330  -0.0098
C 1.40477 1.19902 -1.62193  -0.2318
C -2.45270 -0.81977 -1.71154  -0.6395
C -0.90006 1.10377 -2.41205  -0.2197
C 0.36740 1.69034 -2.41600  -0.1966
C 1.24045 -1.12653 2.78156  -0.6098
C -0.13221 -0.49174 -0.82466  -0.2263
C 1.10282 0.09303 -0.87269  -0.1933
C 0.73284 0.10245 3.55826  -0.6259
H 1.11195 0.58564 4.45813  0.2230
H 0.55343 2.61458 -2.92444  0.2074
H -2.44762 -1.75443 -1.17377  0.2188
H 2.36595 1.72516 -1.62795  0.2189
H -3.35738 -0.35398 -1.27695  0.2225
H 1.28661 -2.15455 3.16644  0.2078
H -0.36512 -0.12099 3.69421  0.1992
H 0.67173 -1.23874 1.85878  0.2003
H -1.63043 1.56295 -3.06810  0.2110
H 2.21851 -0.83086 2.42167  0.1984
H -0.34332 -1.21444 -0.06189  0.2067
H -2.76184 -1.02807 -2.74802  0.2224
H 0.59638 0.87439 2.68760  0.2082
H 1.89926 -0.35704 -0.22338  0.2082

Forces on the atoms, in the same order (eV/Å):
0.2 0.7 0.3
-0.6 0.5 -1.0
-1.4 0.2 -0.4
0.5 -0.4 -0.4
-0.1 0.0 0.9
1.1 0.3 -0.3
-1.0 0.3 -0.5
2.4 -0.8 1.8
-3.6 0.4 -2.7
0.6 -0.6 -0.2
-0.2 0.3 -0.5
0.6 -0.5 0.0
-0.3 -0.5 0.2
0.6 0.6 -0.1
0.0 0.6 0.7
0.9 0.4 0.6
-0.3 0.3 0.1
-0.3 -0.3 0.1
0.6 -0.5 -0.1
0.0 -0.7 -0.1
0.3 0.0 0.2
0.7 -0.8 1.8
-0.8 0.6 -0.5


[3]
Density functional theory data (ωB97M-V/def2-TZVPD) for 2 unconnected molecules or ions with the total composition C9H14 at a distorted geometry.

Output
F_max: 0.11085 hartree/bohr
Energy above the lowest of the compared OMol25 structures with the same formula, charge and spin: 38.53 kcal/mol
SMILES: Cc1ccccc1.CC
DFT total energy: -351.26879 hartree
HOMO level: -8.8 eV
2S+1: 1
E_LUMO: 1.01 eV

Last column: natural (NBO) charge in e.
Element x y z (Å)
C -0.11323 1.22606 -1.06222  -0.0372
C -0.52959 -0.07239 -0.70160  -0.2274
C -0.93856 -0.24561 0.59603  -0.1931
C 0.38677 1.55609 -2.37730  -0.6392
C 0.54944 -3.67834 0.44404  -0.6253
C -0.58555 2.05098 1.13346  -0.1961
C 1.44203 -2.44753 0.74792  -0.6194
C 0.03553 2.22583 -0.10137  -0.2079
C -0.99757 0.84259 1.54805  -0.2342
H -1.49543 -1.20637 0.74855  0.2131
H -0.03542 2.56600 -2.86120  0.2205
H -0.27389 -3.39473 -0.33293  0.2028
H -0.35304 2.83413 1.94915  0.2069
H 0.46044 3.18544 -0.29878  0.2117
H 1.26898 -4.50233 0.11056  0.2147
H 1.46336 -1.74963 -0.13647  0.2119
H -0.59295 -0.90830 -1.41289  0.2192
H 1.14542 -1.97602 1.68437  0.2102
H 2.52132 -2.74666 0.91269  0.2001
H 0.00680 -3.99694 1.40997  0.2069
H 1.50944 1.74013 -2.55947  0.2313
H -1.20616 0.66394 2.58925  0.2171
H 0.08549 0.74523 -3.16491  0.2133

Forces on the atoms, in the same order (eV/Å):
1.4 0.2 1.0
-0.2 1.3 0.0
-2.1 -0.3 1.0
0.5 1.0 -5.6
-0.4 -0.2 0.2
2.8 2.5 1.9
1.2 -0.2 -0.6
-2.0 -0.8 0.2
-0.2 -3.1 -1.1
1.0 0.8 0.6
0.5 -2.1 1.3
1.6 -0.9 1.2
-0.9 -1.0 -1.5
0.3 0.3 -0.5
-1.6 0.8 0.1
-0.1 -0.5 1.2
0.1 0.6 0.2
-0.1 0.5 -0.4
-1.1 0.1 -0.2
0.8 0.2 -1.6
-1.4 -0.6 0.9
-0.5 -0.1 0.0
0.6 1.4 1.4